# 1
Molecular formula: C12H48N12O12
Method: DFT, the ωB97M-V functional and the def2-TZVPD basis

Each line ends with the Mulliken charge.
Geometry (Å):
N -0.00732 -19.96971 -2.08208  0.045
C -0.44254 -18.96780 -1.50053  0.359
N -0.60585 -17.94460 -2.31737  -0.218
O -0.52647 -18.86808 -0.12672  -0.832
H 0.25196 -20.83773 -1.57425  0.279
H 0.49267 -19.73049 -2.94053  0.142
H -0.97447 -17.11990 -1.90853  0.179
H -0.56963 -17.93676 -3.32373  0.354
N 7.69552 -20.67274 -4.94890  -0.364
C 6.76730 -19.83016 -4.61482  0.105
N 5.80005 -19.79045 -5.49360  -0.039
O 6.68690 -19.34258 -3.33183  -0.843
H 8.50155 -20.81563 -4.29330  0.289
H 7.88446 -21.02894 -5.93477  0.232
H 4.89976 -19.37508 -5.11891  -0.491
H 6.05938 -19.60726 -6.51265  0.260
N 6.22182 -16.50101 -5.94529  -0.245
C 5.03096 -16.13934 -5.71681  0.464
N 4.85748 -15.39079 -4.67472  -0.381
O 3.96776 -16.30293 -6.56320  -0.825
H 6.45636 -17.07891 -6.77012  0.279
H 6.90801 -16.47523 -5.09184  0.212
H 3.90647 -15.05463 -4.56686  0.483
H 5.35596 -15.49945 -3.74222  0.072
N 6.05226 -15.71455 -2.27617  -0.369
C 5.66924 -14.76690 -1.43904  0.453
N 6.31510 -13.64644 -1.38744  -0.372
O 4.62555 -15.01515 -0.55306  -0.837
H 5.43152 -16.59861 -2.27629  0.253
H 6.96746 -15.82928 -2.76613  0.333
H 6.11083 -12.92933 -0.61523  0.321
H 7.00864 -13.40884 -2.10356  0.203
N 2.00635 -17.52309 -0.00279  -0.269
C 2.96705 -18.25818 0.48545  0.388
N 4.07995 -17.56420 0.44568  -0.375
O 2.99703 -19.61909 0.70679  -0.720
H 1.12510 -18.10029 -0.07653  0.189
H 1.93021 -16.51017 0.13794  0.284
H 4.88837 -17.90741 0.99364  0.221
H 4.09026 -16.55121 0.23068  0.367
N 4.67760 -17.94561 -2.29107  0.580
C 3.67128 -17.99729 -3.08616  -0.318
N 2.52367 -17.51456 -2.56934  1.030
O 3.70626 -18.50954 -4.40785  1.426
H 5.47060 -18.51370 -2.71055  0.153
H 4.54718 -17.87974 -1.22375  -0.292
H 1.57772 -17.53253 -3.08168  -0.047
H 2.43443 -17.38245 -1.50993  -0.941
C 0.86476 -16.91949 -5.57384  -0.290
O 0.35606 -18.00988 -4.79871  -0.659
H 0.54088 -16.97153 -6.62058  0.279
H 1.91102 -17.02636 -5.53748  0.007
H 0.52881 -16.00946 -5.07454  0.241
H 0.82807 -18.80348 -5.04496  0.202
C 3.51005 -19.56816 -7.62053  -0.587
O 2.77434 -18.40017 -7.82033  -0.563
H 3.49548 -19.97854 -6.63736  -0.024
H 4.53000 -19.44984 -7.75939  0.311
H 3.17732 -20.35651 -8.28495  0.450
H 3.18819 -17.71423 -7.33008  0.347
C 1.28758 -21.37575 -5.50129  -0.726
O 1.52075 -20.52112 -4.38970  -0.465
H 1.93043 -22.28184 -5.33418  0.270
H 1.59926 -20.95085 -6.45391  0.156
H 0.29189 -21.77453 -5.63788  0.334
H 2.41041 -20.78152 -3.99803  0.063
C 6.50963 -19.91778 0.50131  -0.243
O 6.67565 -18.74618 1.23578  -0.577
H 6.77792 -19.69738 -0.53563  -0.012
H 5.48624 -20.30292 0.55832  0.175
H 7.16182 -20.73251 1.00596  0.351
H 6.93938 -18.88841 2.18101  0.289
C 3.93084 -21.26300 -1.94882  -0.181
O 3.69020 -21.57670 -3.35460  -0.610
H 4.11035 -22.18512 -1.37904  0.460
H 3.03876 -20.75448 -1.52058  0.012
H 4.79797 -20.61758 -1.82290  -0.110
H 4.39349 -22.11944 -3.69109  0.257
C 1.47471 -14.53343 -2.80915  -0.851
O 2.45446 -15.04617 -3.70510  -0.605
H 1.56221 -14.97762 -1.86160  0.157
H 0.42360 -14.75218 -3.12836  0.191
H 1.65981 -13.45177 -2.84861  0.369
H 2.64330 -15.89554 -3.33400  0.409

Forces on atoms 1 to 6 (eV/Å):
N 2.936 -6.525 -2.489
C -1.346 4.000 8.469
N -1.141 2.696 0.557
O -0.076 -0.020 -5.511
H -0.257 1.328 -0.538
H -0.259 -1.291 -0.139

As for the HOMO energy: -8.8 eV. The charge is 0. The calculation puts the energy relative to the best compared isomer or geometry (same formula, charge and spin) at 668.4 kJ/mol. The energy is -55671.41308 eV. Its orbital gap is 0.322 hartree. The SMILES is NC(N)=O.NC(N)=O.NC(N)=O.NC(N)=O.NC(N)=O.NC(N)=O.CO.CO.CO.CO.CO.CO.

***

# 2
Molecular formula: C21H50N3O
Method: DFT, the ωB97M-V functional and the def2-TZVPD basis

Each line ends with the Mulliken charge.
Geometry (Å):
C -0.63813 -1.38979 -6.63425  -1.271
C -1.78821 -0.51823 -6.10908  -0.013
C -1.64471 0.92081 -6.52352  -0.814
N -0.47196 1.56913 -5.92152  -0.547
C -0.66157 1.77348 -4.43404  0.000
C 0.70446 1.84708 -3.77622  -1.271
C 0.60983 1.84211 -2.23932  -1.044
C -0.13507 0.62923 -1.71199  0.431
C -1.64833 0.80793 -1.52631  -0.652
O -2.05603 2.15391 -1.59342  -0.215
C -3.29924 2.30695 -2.21658  -0.785
H -0.52400 -2.27290 -6.00861  0.331
H 0.27996 -0.81049 -6.62077  0.324
H -0.82627 -1.73002 -7.65188  0.324
H -2.72217 -0.89507 -6.53214  0.420
H -1.82987 -0.60365 -5.03266  -0.153
H -1.56289 0.97616 -7.61363  0.425
H -2.56094 1.46440 -6.24251  0.342
H -0.43713 2.49692 -6.34360  0.289
H -1.13615 2.76559 -4.30866  0.111
H 1.24973 2.77735 -4.03567  0.417
H 1.30103 0.98801 -4.07081  0.154
H 1.63941 1.78551 -1.86639  0.429
H 0.19991 2.77255 -1.86316  0.434
H 0.28695 0.36736 -0.73497  -0.191
H 0.05571 -0.22586 -2.35217  0.158
H -1.90779 0.44224 -0.51850  0.472
H -2.16800 0.17995 -2.24387  0.186
H -3.52825 3.37051 -2.22494  0.241
H -4.09457 1.79484 -1.65989  0.281
H -3.25773 1.96857 -3.25320  0.163
C 0.60037 -3.14996 -1.31772  -1.332
C 1.30370 -4.04464 -0.30933  -0.380
N 2.43498 -3.39159 0.32323  0.143
C 3.28400 -4.29524 1.07295  -0.724
C 2.69201 -4.99279 2.30475  -0.967
C 2.15171 -2.10815 0.94534  -0.836
C 1.06987 -2.05471 2.03175  -0.266
H 1.30583 -2.75435 -2.04858  0.345
H -0.16274 -3.71472 -1.85496  0.492
H 0.10374 -2.30831 -0.83460  0.135
H 1.67950 -4.93063 -0.82968  0.497
H 0.56094 -4.40651 0.42106  0.238
H 4.18411 -3.75060 1.37281  0.355
H 3.62968 -5.06815 0.37801  0.433
H 2.57006 -4.30760 3.14286  0.221
H 3.36489 -5.78821 2.63504  0.405
H 1.72592 -5.45035 2.08987  0.270
H 1.87243 -1.40692 0.15554  0.251
H 3.08816 -1.71552 1.35011  0.369
H 0.16486 -2.58678 1.73550  0.330
H 0.78823 -1.01488 2.21225  -0.252
H 1.41399 -2.46550 2.98119  0.275
C -1.48947 2.64959 2.68353  -1.638
C -0.84044 1.65166 3.63010  0.223
N 0.30230 2.19146 4.34479  0.142
C 1.10876 1.17852 4.99789  -0.559
C 0.47349 0.36505 6.13286  -1.082
C 0.05354 3.40165 5.10398  -0.736
C -1.04204 3.36675 6.17832  -0.957
H -0.75514 3.06970 1.99629  0.344
H -2.25214 2.14797 2.08770  0.470
H -1.97690 3.46877 3.21575  0.361
H -0.48764 0.80500 3.03534  -0.014
H -1.61054 1.25202 4.31052  0.211
H 2.02193 1.65316 5.36907  0.351
H 1.43942 0.47933 4.22296  0.269
H 0.36078 0.95192 7.04411  0.295
H 1.11404 -0.48594 6.37620  0.426
H -0.50313 -0.03134 5.85392  0.264
H -0.19128 4.19714 4.39569  0.392
H 0.99614 3.71359 5.56184  0.370
H -1.95788 2.90093 5.81266  0.255
H -1.29397 4.38686 6.47733  0.367
H -0.72402 2.83773 7.07603  0.270

Forces on atoms 1 to 6 (eV/Å):
C -0.290 0.118 0.152
C 0.220 -0.695 -0.631
C 0.205 0.702 0.457
N -0.473 0.175 0.491
C 0.146 -0.455 -0.550
C -0.883 0.575 0.434

As for the HOMO energy: -1.3 eV. The charge is -1. The energy is -29102.74226 eV. Its orbital gap is 0.139 hartree.

***

# 3
Molecular formula: C21H22F2NO2PtS
Method: DFT, the ωB97M-V functional and the def2-TZVPD basis

Each line ends with the Mulliken spin population.
Geometry (Å):
Pt -0.52231 -0.02173 0.98315  1.170
O -2.39881 -1.65433 0.66535  0.054
C -3.68911 -1.05923 0.57055  0.002
C -3.96781 -0.44893 -0.80435  -0.007
C -2.85021 0.49207 -1.27065  0.029
C -2.72641 1.72007 -0.41735  -0.013
C -3.60871 2.79177 -0.49395  0.003
C -3.37381 3.91887 0.27675  0.001
C -2.25291 3.95737 1.09395  0.003
C -1.43781 2.84267 1.14305  0.003
N -1.68891 1.75927 0.41685  0.090
H -2.31421 -2.29043 -0.05855  0.000
H -3.72371 -0.29753 1.34915  0.002
H -4.44251 -1.82393 0.79175  0.001
H -4.91101 0.09477 -0.76255  0.001
H -4.08031 -1.25043 -1.53745  0.000
H -3.04121 0.78077 -2.30515  -0.001
H -1.88661 -0.04053 -1.23925  -0.009
H -4.45681 2.74397 -1.15775  0.001
H -4.04571 4.76247 0.23305  0.000
H -2.01551 4.82627 1.68685  0.001
H -0.55241 2.81607 1.76675  0.000
O 1.24539 1.29187 0.06405  0.059
S 1.46999 0.38557 -1.10915  0.001
C 3.26219 0.28847 -1.32605  0.014
C 4.11439 0.47227 -0.25445  0.005
C 5.48029 0.40967 -0.46795  -0.001
C 5.97209 0.16987 -1.74175  0.005
C 5.10649 -0.00383 -2.81135  -0.002
C 3.73809 0.05157 -2.60545  0.005
C 1.27359 -1.25113 -0.33415  0.135
C 1.31379 -1.33233 1.08295  -0.126
C 1.24609 -2.61573 1.66435  0.107
C 1.11109 -3.73593 0.87455  -0.042
C 1.04749 -3.62793 -0.51325  0.094
C 1.11359 -2.38313 -1.11735  0.000
H 3.71229 0.67957 0.72635  -0.002
H 6.16279 0.55357 0.35495  0.000
H 7.03709 0.12147 -1.90145  0.000
H 5.50009 -0.17203 -3.80125  0.000
H 3.04889 -0.08043 -3.42565  0.000
H 1.76409 -0.52523 1.66845  0.008
H 1.33399 -2.71713 2.73535  0.008
H 1.09289 -4.71353 1.33105  -0.001
H 0.97879 -4.51803 -1.11855  0.005
H 1.08769 -2.29263 -2.19395  0.003
F -2.47031 0.57367 3.05725  0.016
C -1.18471 0.11267 3.00325  0.335
F -0.43141 1.05447 3.63205  0.023
H -1.14001 -0.81523 3.59685  0.020

Forces on atoms 1 to 6 (eV/Å):
Pt -0.800 0.197 0.212
O 0.486 -0.057 -0.110
C -0.745 0.251 -0.116
C 0.400 -0.145 0.191
C -0.180 -0.169 0.013
C -0.115 0.046 -0.283

As for the HOMO energy (alpha / beta): -10.2 / -12.3 eV. The charge is +1. The energy is -47227.38478 eV. Its orbital gap (alpha / beta) is 0.281 / 0.295 hartree. The multiplicity is 3.

***

# 4
Molecular formula: C5H10N
Method: DFT, the ωB97M-V functional and the def2-TZVPD basis

Each line ends with the Mulliken charge.
Geometry (Å):
N -2.19193 0.06843 0.01522  -0.302
C -0.72438 0.09500 -0.29218  0.275
C 0.06583 1.14698 -0.23754  -0.655
C 1.50284 0.83578 -0.13276  -0.470
C 1.45941 -0.63549 0.25705  -0.745
C 0.03527 -1.11237 -0.13776  -0.701
H -2.40592 -0.96302 0.15674  0.383
H -2.90268 0.60946 -0.44038  0.353
H -2.06297 0.47425 0.97693  0.452
H -0.11961 2.17018 -0.45401  0.437
H 1.93263 1.66404 0.48869  0.366
H 1.98343 1.03532 -1.29594  0.263
H 1.61541 -0.80104 1.39236  0.292
H 2.27810 -1.07546 -0.25415  0.295
H -0.06091 -1.94051 -0.80291  0.440
H -0.40451 -1.57156 0.76066  0.319

Forces on atoms 1 to 6 (eV/Å):
N 1.798 -1.463 2.687
C 0.083 1.685 -0.926
C -0.245 1.381 -1.313
C 0.630 1.574 -2.954
C 0.518 0.140 1.819
C 0.376 -2.189 2.682

As for the HOMO energy: -13.7 eV. The charge is +1. The calculation puts the energy relative to the best compared isomer or geometry (same formula, charge and spin) at 179.4 kJ/mol. The energy is -6828.34209 eV. Its orbital gap is 0.356 hartree. The SMILES is [NH3+]C1=CCCC1.